1.
39
Properties=species:S:1:pos:R:3:forces:R:3:lowdin_charge:R:1 method="wB97M-V/def2-TZVPD" s_squared=2.01 e_homo_ev="-7.2037 / -8.1390" multiplicity=3 relative_energy_kcal_mol=90.1
H -0.156868 2.860856 1.970741 0.07 -0.24 -0.16 0.1076
N 0.286014 1.563493 0.338011 0.59 0.71 -0.55 0.0370
B 0.848390 0.626423 -1.948370 -0.31 0.50 1.18 -0.4875
N 0.751828 1.798697 -0.928258 0.05 0.24 0.67 -0.0287
C 1.000587 3.115622 -1.099114 -0.31 -0.18 0.90 -0.0794
Ni -0.535365 -0.825992 0.586962 2.49 3.20 2.40 0.4054
H 1.403641 3.464151 -2.034502 -0.06 0.16 -0.01 0.1102
C 0.673310 3.760257 0.093378 0.04 -0.47 -0.28 -0.0599
H 0.731272 4.804689 0.317941 0.07 0.27 -0.05 0.0797
C 0.220960 2.743808 0.964199 0.66 0.10 -1.46 -0.1262
H 1.298703 0.976497 -2.998320 0.05 -0.06 -0.03 0.1168
C -1.413458 -2.336328 1.518211 -1.50 -1.65 -0.10 -0.0720
H -1.605369 -2.219554 2.591155 -0.13 0.02 -0.49 0.0554
H -0.401626 -2.753865 1.356968 -0.28 0.28 0.11 0.0521
H -2.071608 -3.103779 1.082854 0.11 0.04 0.42 0.0653
N -0.588890 0.083219 -2.095151 -1.26 -0.94 0.93 0.0216
N 1.695440 -0.473900 -1.267954 -0.09 -1.28 1.33 0.0078
N -1.274156 -0.407808 -0.986726 -2.00 0.49 -4.33 -0.0448
N 1.247151 -1.075966 -0.085395 2.62 -0.55 -1.66 -0.0186
C -1.398344 0.045842 -3.164069 -0.28 -0.31 0.88 -0.0539
C 2.873176 -1.011588 -1.630938 -0.71 -0.18 0.96 -0.0548
H -1.045711 0.385998 -4.119778 -0.03 0.05 -0.10 0.1212
H 3.359892 -0.638231 -2.518164 0.10 -0.18 0.06 0.1233
C -2.625471 -0.476562 -2.763336 -0.07 0.07 -0.22 -0.0550
C 3.217146 -1.984731 -0.685886 0.21 0.15 -0.23 -0.0624
C -2.524822 -0.743958 -1.402820 2.04 0.79 -0.45 -0.0825
C 2.187071 -1.986874 0.258823 -0.54 0.92 -0.91 -0.1195
H -3.489595 -0.646243 -3.366374 -0.22 0.03 -0.29 0.0881
H 4.097135 -2.606012 -0.692642 -0.01 0.06 0.02 0.0897
H -3.239750 -1.150496 -0.709203 -0.07 0.04 -0.01 0.1159
H 2.047540 -2.592340 1.151896 0.12 0.16 -0.28 0.1082
H -1.868822 -1.369264 0.942093 -0.68 -1.72 1.39 0.0264
C 0.065868 0.005636 3.662306 -0.78 0.51 -1.05 -0.0434
O -0.993007 0.849838 3.076411 0.76 -0.35 1.13 -0.1109
C -1.414861 0.616560 1.802568 -1.24 -0.44 -0.71 -0.4833
O -2.328720 1.283148 1.353703 0.83 -0.67 0.96 0.0202
H 0.180659 0.343395 4.693803 -0.05 -0.06 -0.25 0.0890
H 0.999101 0.133958 3.102289 -0.10 0.11 0.11 0.0823
H -0.208441 -1.058596 3.632689 -0.03 0.37 0.14 0.0596


2.
34
Properties=species:S:1:pos:R:3:forces:R:3:lowdin_charge:R:1 method="wB97M-V/def2-TZVPD" e_homo_ev="-1.3215 / -1.3218" charge=-1 relative_energy_kcal_mol=0.0
Lu 0.758710 -0.144011 0.437984 -1.34 0.47 -1.13 0.7313
Cl -0.774534 -2.067620 0.644019 -0.49 -1.14 0.59 -0.1290
Cl 0.578031 2.112215 1.372621 0.12 0.75 0.90 -0.1665
C 1.977517 -0.021959 -1.322778 0.48 -0.53 -0.07 -0.3379
H 2.690370 0.789983 -1.111689 -0.39 0.23 -0.39 0.0181
H 2.554965 -0.838814 -1.767849 -0.32 0.18 -0.26 0.0195
C -0.627695 0.658944 -1.538599 -1.09 -0.71 3.81 -0.3728
C 0.661745 0.358268 -2.120386 1.84 -0.18 -1.97 -0.5234
H -0.822344 0.759994 -0.453786 -0.47 0.79 -0.73 -0.0517
C 0.337102 -0.786528 -3.124064 0.24 0.01 -0.32 -0.2083
H 0.957644 1.280910 -2.665817 0.24 -0.23 -0.74 0.1132
C -0.683494 -0.348810 -4.178476 0.17 0.32 -0.20 -0.2287
H 1.241329 -1.181962 -3.588736 0.19 0.06 -0.32 0.0885
H -0.123157 -1.601694 -2.549877 0.26 0.07 0.09 0.1027
C -2.028835 -0.010840 -3.546029 0.19 -0.35 0.03 -0.2384
H -0.316729 0.568015 -4.661500 0.13 -0.07 -0.05 0.1018
H -0.784602 -1.097528 -4.975453 -0.03 0.00 0.13 0.0943
C -1.811057 0.936601 -2.370020 -0.48 0.74 -0.13 -0.2814
H -2.715607 0.407554 -4.287061 -0.01 0.17 -0.08 0.0897
H -2.489181 -0.930204 -3.195315 -0.07 -0.30 0.23 0.0969
H -1.777803 1.964477 -2.789081 0.16 0.20 -0.38 0.0859
H -2.722252 0.981433 -1.762714 0.11 -0.22 0.13 0.0992
S 2.605397 -0.996967 2.099132 0.47 -0.32 0.76 0.5500
C 1.497631 -0.550303 3.326108 -0.65 -0.86 -0.58 -0.7977
N 0.283608 -1.207671 3.388422 0.10 0.55 0.76 0.0032
C -0.726398 -0.843933 4.232536 0.72 0.41 -0.41 -0.0612
C -0.556963 0.244961 5.050617 -0.37 -0.47 -0.08 -0.0669
C 0.653507 0.953400 5.008652 0.67 -0.45 -0.22 -0.0548
C 1.684143 0.533742 4.189104 -0.58 0.45 0.54 -0.1252
H 0.072093 -1.929002 2.674744 0.15 0.20 0.03 0.0001
H -1.639297 -1.422998 4.145568 0.15 0.09 0.06 0.1293
H -1.364799 0.539005 5.707155 0.06 0.05 -0.06 0.1020
H 0.789940 1.825357 5.633119 -0.03 0.05 -0.02 0.1103
H 2.621028 1.065974 4.099435 -0.12 0.03 0.09 0.1078


3.
44
Properties=species:S:1:pos:R:3:forces:R:3:lowdin_charge:R:1 method="wB97M-V/def2-TZVPD" s_squared=3.78 e_homo_ev="-14.9274 / -15.3329" charge=+2 multiplicity=4
Pt -2.080128 1.009682 0.493069 -0.05 0.24 0.03 1.0685
N -2.811098 0.746378 2.590603 -0.04 0.02 0.11 -0.0329
N -3.359021 1.981124 2.982974 -0.04 -0.09 0.01 -0.0266
C -2.854947 3.127461 2.506207 0.03 0.05 -0.03 -0.7805
N -3.320779 4.265170 2.987163 -0.03 0.00 0.02 0.1595
S -1.605738 3.141897 1.334051 0.10 0.08 -0.07 0.6900
H -3.561025 0.056836 2.515951 -0.04 0.00 -0.08 0.0997
H -2.121716 0.449517 3.278634 0.03 -0.06 -0.05 0.1377
H -4.181019 1.955485 3.570008 0.01 0.03 0.03 0.1807
H -3.985812 4.306496 3.744993 0.01 0.01 0.01 0.1419
H -3.028419 5.137358 2.574911 0.01 0.00 -0.01 0.1284
C 3.225485 -2.192903 -2.308868 -0.02 -0.05 0.01 0.0740
N 1.965474 -1.768973 -1.702341 0.07 0.09 -0.07 0.0167
N 1.873991 -0.733375 -0.887762 0.11 -0.04 0.03 0.0969
C 0.498807 -0.519389 -0.599800 0.15 0.12 0.18 -0.3163
O 0.176013 0.375566 0.177789 -0.18 -0.20 -0.13 -0.0009
C -0.219304 -1.525184 -1.336396 -0.01 0.01 0.00 0.1237
C 0.698462 -2.276496 -1.990743 -0.03 -0.04 -0.03 -0.1787
C 0.533784 -3.439906 -2.895151 -0.01 0.00 -0.02 0.0236
C 2.987754 -0.040093 -0.314552 -0.03 -0.02 -0.03 -0.1979
C 3.945429 -0.759120 0.394630 -0.04 0.01 0.00 -0.0083
C 5.010225 -0.069489 0.945955 0.02 0.00 0.01 -0.0323
C 5.100977 1.309488 0.791608 0.00 0.01 0.00 -0.0251
C 4.128629 2.010871 0.088740 0.02 0.01 0.02 -0.0311
C 3.055916 1.339182 -0.471459 0.00 -0.03 -0.03 0.0090
H 3.918090 -1.356396 -2.296182 0.00 0.01 -0.01 0.1161
H 3.018183 -2.502727 -3.329450 -0.01 0.00 0.00 0.1127
H 3.647234 -3.028701 -1.751458 -0.01 0.00 0.01 0.1242
H -1.290732 -1.641788 -1.353974 -0.01 0.00 0.01 0.1220
H -0.509768 -3.743605 -2.906033 0.00 0.01 0.01 0.1077
H 1.138952 -4.285925 -2.566383 0.00 0.01 -0.01 0.1100
H 0.821469 -3.183540 -3.917039 0.01 -0.01 0.01 0.1099
H 3.846134 -1.828319 0.535802 0.00 0.01 0.00 0.1272
H 5.765957 -0.605503 1.503518 -0.01 0.00 0.00 0.1252
H 5.936706 1.842050 1.225320 0.00 -0.01 -0.01 0.1256
H 4.211668 3.082307 -0.031079 0.00 -0.01 0.00 0.1242
H 2.300767 1.868096 -1.037305 0.00 -0.01 0.01 0.1289
F -3.073996 -0.747431 -0.428272 0.16 -0.08 -0.11 -0.3333
P -4.805675 -0.402795 -0.403339 -0.16 0.26 0.05 0.2177
F -4.683889 0.004614 -1.911913 0.12 -0.02 -0.09 -0.0778
F -6.280972 0.059757 -0.250215 -0.06 0.00 -0.06 -0.0492
F -4.265776 1.200122 -0.018685 -0.12 -0.26 0.18 -0.2938
F -4.686383 -0.715470 1.184361 0.04 0.05 0.11 -0.1607
F -5.079904 -1.902313 -0.717878 0.02 -0.10 -0.02 -0.0563


4.
30
Properties=species:S:1:pos:R:3:forces:R:3:lowdin_charge:R:1 method="wB97M-V/def2-TZVPD" s_squared=0.77 e_homo_ev="0.8682 / -2.9493" charge=-1 multiplicity=2 relative_energy_kcal_mol=65.3
C -2.046029 0.715097 -1.760595 0.94 -2.76 1.04 -0.0900
C 1.761558 1.220172 -1.760697 -2.64 0.02 0.04 -0.2070
C 0.605759 0.310506 -1.812127 -1.54 5.65 -0.20 -0.1780
C -0.590434 1.205637 -1.814788 0.24 -2.84 -0.07 -0.2805
C -0.175601 2.483967 -1.806766 1.28 -0.38 -0.23 -0.1793
C 3.000270 0.706954 -1.559747 1.43 1.40 -0.35 -0.1243
C 3.214149 -0.725671 -1.592340 -5.05 1.34 -0.96 -0.1453
C 2.052915 -1.574400 -1.730045 1.35 5.88 -0.12 -0.1478
C 0.797192 -1.030134 -1.888887 -0.22 -3.93 0.20 -0.1449
N 1.228441 2.595454 -1.781565 -0.43 -5.06 2.67 0.0421
H 3.797016 1.486438 -1.451919 -0.22 -1.06 -0.01 0.0810
H 4.064060 -1.139782 -1.303298 3.85 -1.65 1.11 -0.0071
H 1.656570 3.252886 -2.292556 1.84 2.64 -2.15 0.0521
H 2.271984 -2.528079 -1.618350 0.36 -4.69 0.17 0.0220
H -0.704139 3.353757 -1.867877 -1.56 2.08 -0.09 0.0440
H -0.025585 -1.756926 -1.973664 0.06 0.52 0.03 0.0779
H -2.467444 0.750557 -0.650374 0.53 0.01 -2.39 0.0824
H -2.011990 -0.431392 -2.097452 -0.11 2.18 1.05 0.0858
H -2.712115 1.119772 -2.519052 -0.13 0.64 0.33 0.0338
C -1.557770 -0.438602 3.291195 -1.94 2.44 -1.28 -0.3457
C -2.013029 -1.349736 2.221722 -0.75 -3.80 0.83 -0.1477
C -0.178082 -0.775118 3.722464 1.60 3.32 -0.22 -0.1253
H -1.745663 0.557174 2.835004 1.52 0.06 -0.11 0.1085
H -2.348035 -0.210378 4.012302 0.35 -1.28 1.02 0.0982
H -3.029588 -1.676805 2.163722 -1.37 0.28 0.98 0.0576
H 0.315115 0.109704 4.276772 -0.51 -1.49 -0.87 0.1027
H -0.123962 -1.613896 4.302904 -0.35 -2.13 2.19 0.0272
H -1.553966 -2.353605 2.343241 0.22 0.41 -0.10 0.0850
H -1.936046 -1.142509 1.215854 1.37 1.35 -2.17 0.0358
H 0.454449 -1.121041 2.896919 -0.11 0.87 -0.33 0.0869